1.
Here is 6 unconnected molecules or ions with the total composition C27H50BrClIN3O6 from the OMol25 dataset. Energies are from ωB97M-V/def2-TZVPD.

The geometry in XYZ format:
```
89
Properties=species:S:1:pos:R:3:forces:R:3
C -2.681239 -3.597192 1.321666 0.4 -0.9 0.3
C -1.254552 -3.990289 0.829244 0.0 -0.4 -0.5
C -0.603426 -2.987053 -0.156659 -0.1 -0.1 1.0
Br 1.367464 -3.291149 -0.222646 -0.3 -0.1 -0.1
C -0.789979 -1.517992 0.175140 -0.2 0.5 -0.2
C -0.603350 -0.957154 1.486122 0.1 -0.9 -0.3
Cl -0.110099 -1.963773 2.845045 0.0 0.3 -0.3
C -0.767984 0.360033 1.749824 0.0 0.8 0.3
C -1.120068 1.286770 0.731730 0.3 -1.1 1.3
N -1.246723 2.608524 1.100740 -0.2 -0.6 -2.1
C -1.522006 3.334799 0.058253 -0.2 1.3 0.8
O -1.627954 4.692266 0.255706 0.0 -0.3 -0.3
C -1.702801 2.863301 -1.304532 -0.2 -1.0 -1.7
N -1.988009 3.826512 -2.310616 0.9 1.0 2.0
C -0.916872 4.461789 -2.639255 0.3 0.0 -0.9
C -0.897245 5.971849 -2.821011 0.5 -0.5 -0.8
C 0.438073 3.746773 -2.834224 0.0 0.7 1.2
N -1.618608 1.598070 -1.612129 0.1 0.5 1.0
C -1.302794 0.778650 -0.556796 -0.1 -0.4 -0.5
C -1.149866 -0.622955 -0.823072 -0.1 0.1 -0.6
C -1.387554 -1.080296 -2.273972 0.1 -1.0 1.0
C -0.084248 -1.527472 -2.983840 -0.3 -0.3 -0.9
C -0.391387 -1.646561 -4.506526 0.1 0.3 1.4
I 1.145379 -2.808006 -5.455779 -0.2 0.4 -0.1
H -3.371434 -4.400536 1.015730 0.0 0.5 0.0
H -3.043681 -2.630582 0.952409 0.1 -0.2 0.2
H -2.671083 -3.636101 2.422146 -0.2 0.4 -0.4
H -1.343020 -4.945531 0.282028 0.2 0.4 0.1
H -0.566622 -4.190248 1.657342 -0.4 0.2 -0.2
H -0.951125 -3.255367 -1.155993 0.2 0.4 0.2
H -0.594264 0.747238 2.756250 -0.1 -0.1 -0.3
H -2.450792 4.903379 0.722200 0.3 0.1 0.2
H -1.784096 6.366670 -3.330395 0.1 -0.1 0.5
H 0.004603 6.267166 -3.381508 -0.4 0.0 0.1
H -0.759622 6.386278 -1.807843 -0.4 -0.1 -0.3
H 1.120696 4.394280 -3.401385 -0.3 -0.4 0.0
H 0.920689 3.616642 -1.843345 -0.1 -0.1 -0.4
H 0.315948 2.754688 -3.280862 0.0 0.3 0.1
H -1.978260 -0.357750 -2.845787 0.5 0.0 0.2
H -2.015270 -1.987483 -2.183091 0.1 0.4 -0.3
H 0.228783 -2.534164 -2.670358 -0.2 0.4 0.2
H 0.777150 -0.872779 -2.778559 -0.4 0.0 -0.2
H -0.469923 -0.627685 -4.902663 0.0 -0.5 -0.4
H -1.328618 -2.209966 -4.605086 0.3 0.3 -0.3
C 4.643917 -2.080057 -2.387380 0.0 0.0 0.0
C 5.258819 -1.092494 -3.362897 -0.4 -0.1 0.0
O 4.888113 -1.406431 -4.702335 0.2 0.1 0.0
H 4.963613 -3.096389 -2.621842 0.1 0.0 0.0
H 4.931946 -1.849301 -1.359878 -0.1 0.0 0.0
H 3.552748 -2.062911 -2.456300 0.0 0.1 0.1
H 6.346609 -1.126180 -3.307616 0.0 0.0 -0.1
H 4.933639 -0.071082 -3.135488 0.1 0.0 0.1
H 3.927413 -1.365652 -4.751011 0.0 -0.1 -0.1
C -3.357362 6.149960 4.651232 0.0 -0.1 0.0
C -2.742260 7.105362 3.646415 -0.4 -0.1 0.1
O -3.141270 6.770819 2.317747 0.1 -0.1 -0.2
H -3.059217 5.123325 4.432733 0.1 0.0 0.0
H -3.047164 6.397610 5.667572 0.0 0.0 0.0
H -4.448586 6.185622 4.600608 0.0 0.1 0.1
H -1.655007 7.051876 3.684693 0.0 0.0 -0.2
H -3.045109 8.135763 3.856637 0.1 0.0 0.1
H -4.101498 6.827920 2.277692 0.0 0.0 0.0
C -3.400477 -7.697619 0.057001 -0.1 0.1 0.1
C -3.541741 -7.088152 -1.325386 0.3 -0.4 0.1
O -2.257692 -6.827759 -1.885893 -0.1 0.3 0.0
H -2.844481 -7.026076 0.713952 -0.1 0.0 0.0
H -4.377654 -7.895170 0.501402 0.0 0.0 0.0
H -2.841845 -8.635528 0.010563 -0.1 0.0 0.0
H -4.079708 -6.141549 -1.274949 0.1 0.0 -0.1
H -4.090361 -7.761151 -1.992268 -0.2 0.1 0.1
H -1.788932 -7.666724 -1.938044 0.0 0.1 0.0
C 3.780426 -4.640245 4.095052 0.0 0.0 0.1
C 4.422310 -3.729888 3.064310 -0.4 0.0 -0.1
O 4.055893 -4.120205 1.746043 0.2 0.0 0.0
H 4.081071 -5.675733 3.928396 0.1 0.0 0.0
H 4.066148 -4.349309 5.107833 0.0 0.0 0.0
H 2.690803 -4.604815 4.015347 0.0 0.1 0.1
H 5.508752 -3.782279 3.131626 0.0 0.0 -0.1
H 4.116485 -2.689960 3.223540 0.1 0.0 0.1
H 3.095603 -4.063574 1.683334 0.0 0.0 -0.1
C 1.984091 4.575853 2.802641 0.0 0.0 0.1
C 2.576220 5.520283 1.775222 -0.4 -0.1 0.0
O 2.164568 5.151063 0.460083 0.1 0.0 -0.1
H 2.293390 3.549112 2.601044 0.1 0.0 0.0
H 2.296248 4.845256 3.813626 0.0 0.0 0.0
H 0.892173 4.598852 2.753453 0.0 0.0 0.1
H 3.664815 5.485987 1.802630 0.0 0.0 -0.2
H 2.259029 6.550708 1.968082 0.1 0.0 0.1
H 1.201308 5.193276 0.437136 0.0 0.0 0.0
```
Positions in Å, forces in eV/Å.

Output
Kohn-Sham gap in eV: 8.4
Maximum force in eV Å⁻¹: 2.4
LUMO in Ha: -0.0106


2.
Here is 7 unconnected molecules or ions with the total composition H14O7 from the OMol25 dataset. Energies are from ωB97M-V/def2-TZVPD.

The geometry in XYZ format:
```
21
Properties=species:S:1:pos:R:3:forces:R:3
O 0.466716 0.701142 1.824327 -1.1 0.3 0.6
H 1.372405 0.679220 1.515326 1.0 -0.2 -0.4
H 0.198836 1.613900 1.717858 -0.2 0.3 0.2
O 2.830135 0.139905 0.918250 0.5 0.4 0.6
H 2.742482 -0.297118 0.071163 -0.1 -0.1 -0.7
H 2.963931 -0.572650 1.543216 0.2 -0.2 0.3
O -1.473586 -1.235504 2.348387 -0.4 -0.3 0.0
H -0.715638 -0.677236 2.174972 0.3 0.4 0.0
H -1.133572 -1.935501 2.905725 0.0 -0.2 0.2
O -1.292216 1.021518 -3.715549 0.2 0.0 -0.4
H -0.980981 0.874893 -2.822314 0.0 -0.1 0.5
H -2.203013 1.296426 -3.610237 -0.2 0.0 0.1
O -0.377658 -0.136069 -0.640430 -0.9 0.3 -0.7
H -0.268805 0.114652 0.276918 0.1 0.0 0.5
H 0.498543 -0.397776 -0.923286 0.1 -0.1 -0.2
O -3.147791 1.265815 -0.248388 -0.2 0.2 -0.1
H -2.211037 1.069733 -0.264469 0.4 -0.3 -0.2
H -3.289408 1.691462 0.597194 -0.1 0.1 0.2
O 1.920810 -1.371935 -1.120616 0.6 -0.2 -0.2
H 2.187930 -1.692790 -1.981973 0.1 0.0 -0.4
H 1.911918 -2.152085 -0.566075 -0.3 -0.4 0.2
```
Positions in Å, forces in eV/Å.

Output
Kohn-Sham gap in eV: 10.6
Maximum force in eV Å⁻¹: 1.3
Energy above the lowest of the compared OMol25 structures with the same formula, charge and spin in kcal/mol: 34.8
LUMO in Ha: -0.0084


3.
Here is a gas-phase ion, C5H9N2S (charge +1) from the OMol25 dataset. Energies are from ωB97M-V/def2-TZVPD.

The geometry in XYZ format:
```
17
Properties=species:S:1:pos:R:3:forces:R:3
C 1.068726 2.025799 -0.088474 0.7 -0.6 0.0
C 1.281245 0.682647 0.029427 0.2 0.8 -0.1
C -0.887149 1.074751 0.148148 -4.4 -1.2 -0.6
C 2.519393 -0.122876 -0.005083 0.3 0.0 -0.1
C -2.925705 -1.084924 0.066332 0.4 0.2 -0.1
N 0.033519 0.117121 0.171264 -0.2 0.4 0.1
N -0.285497 2.239779 -0.019824 -0.3 -0.3 0.1
S -2.918195 0.713328 0.007873 3.4 1.0 0.4
H 1.769889 2.824812 -0.208969 0.1 0.2 0.0
H 2.969604 -0.081031 -0.995922 0.0 -0.1 0.0
H 3.246983 0.268565 0.701369 0.0 -0.1 0.1
H 2.315593 -1.161926 0.235838 0.0 -0.1 0.1
H -3.984229 -1.340813 0.064988 0.0 0.0 0.0
H -2.480564 -1.448829 0.988134 -0.1 -0.1 0.0
H -2.458412 -1.509572 -0.818975 0.0 -0.1 0.0
H -0.137309 -0.871211 0.286347 -0.1 0.1 0.0
H -0.749644 3.131969 -0.100060 -0.1 0.0 0.0
```
Positions in Å, forces in eV/Å.

Output
Kohn-Sham gap in eV: 9.6
Maximum force in eV Å⁻¹: 4.6
Net charge: +1
Energy above the lowest of the compared OMol25 structures with the same formula, charge and spin in kcal/mol: 0.0
LUMO in Ha: -0.1300


Number 2 is which compound?
H14O7


Look up the Kohn-Sham gap of the second one.
10.6 eV